7
Properties=species:S:1:pos:R:3:forces:R:3:mulliken_charge:R:1 method="wB97M-V/def2-TZVPD" mol_weight_g_mol=70.05 de_lowest_kj_mol=165.5
O 0.3868 0.8523 -2.7267 0.9 1.1 -4.3 -0.32
N -0.2921 0.2584 -0.6532 -2.4 -1.9 4.5 -0.41
N 0.1717 -0.3107 1.8465 1.4 5.0 -2.8 -0.17
C 0.2318 -1.3028 2.3946 -0.1 -3.5 2.0 -0.15
C -0.1134 0.4819 -1.7874 1.2 0.4 -0.8 0.40
H 0.5512 0.4687 1.2255 -1.2 -1.7 1.4 0.38
H -0.9360 -0.4478 -0.2993 0.3 0.4 -0.1 0.29